Record 1
A molecular structure, C32H32AsF6N2O5ReS2. Source: the Open Molecules 2025 dataset; level of theory: ωB97M-V with the def2-TZVPD basis set.

Last column: Mulliken spin population.
CARTESIAN COORDINATES (ANGSTROEM)
Re -0.81 0.66 0.68  2.9464
F 3.03 2.02 0.91  -0.0031
C 3.33 1.15 -0.04  0.0004
F 4.64 0.92 -0.03  0.0006
F 2.97 1.64 -1.22  0.0011
S 2.44 -0.45 0.24  0.0382
O 1.05 -0.16 -0.18  0.0673
O 3.12 -1.44 -0.51  0.0014
N 2.54 -0.64 1.80  -0.0031
S 1.23 -0.53 2.63  0.0329
O 0.27 -1.58 2.43  0.0196
O 0.60 0.81 2.51  0.0557
C 1.88 -0.63 4.35  0.0044
F 2.42 -1.82 4.53  0.0004
F 2.78 0.31 4.56  -0.0001
F 0.86 -0.46 5.17  -0.0001
C -2.88 -1.97 2.88  0.0106
C -3.22 -2.51 1.49  -0.0200
C -2.02 -3.01 0.69  0.0215
C -4.11 -1.57 0.70  -0.0458
C -5.41 -1.99 0.43  0.0263
C -6.29 -1.20 -0.29  -0.0377
C -5.88 0.04 -0.75  0.0236
C -4.60 0.52 -0.50  -0.0447
C -4.25 1.89 -1.06  -0.0033
C -3.16 1.83 -2.14  0.0460
C -3.95 2.93 0.02  0.0297
C -3.72 -0.30 0.23  0.0369
N -2.42 0.14 0.47  -0.2511
H -2.26 -2.68 3.42  0.0025
H -3.79 -1.81 3.46  0.0014
H -2.34 -1.03 2.84  0.0114
H -3.84 -3.40 1.67  0.0009
H -1.29 -2.23 0.48  0.0101
H -2.34 -3.44 -0.26  0.0037
H -1.50 -3.79 1.25  0.0015
H -5.73 -2.96 0.78  -0.0011
H -7.29 -1.55 -0.49  -0.0007
H -6.57 0.66 -1.31  -0.0001
H -5.16 2.23 -1.56  0.0014
H -2.19 1.53 -1.73  0.0115
H -3.03 2.81 -2.60  0.0001
H -3.43 1.12 -2.92  0.0027
H -3.04 2.70 0.57  0.0019
H -4.76 2.99 0.75  0.0034
H -3.82 3.91 -0.43  0.0010
O 0.20 2.36 0.31  0.0123
As 0.03 4.04 0.13  -0.0902
C 1.77 4.77 0.36  0.0050
C 2.57 5.03 -0.74  -0.0013
C 3.87 5.48 -0.54  0.0002
C 4.35 5.66 0.75  0.0000
C 3.53 5.41 1.85  0.0014
C 2.24 4.96 1.66  0.0006
C -1.10 4.71 1.51  0.0016
C -1.43 6.06 1.53  -0.0038
C -2.24 6.55 2.55  0.0004
C -2.69 5.69 3.54  -0.0002
C -2.33 4.35 3.53  0.0214
C -1.53 3.86 2.51  0.0333
C -0.58 4.32 -1.65  0.0005
C -0.09 3.45 -2.62  -0.0247
C -0.47 3.62 -3.94  0.0009
C -1.34 4.65 -4.28  0.0001
C -1.82 5.52 -3.31  0.0000
C -1.45 5.35 -1.99  0.0015
H 2.19 4.89 -1.75  -0.0003
H 4.50 5.68 -1.39  0.0000
H 5.36 6.01 0.90  0.0000
H 3.91 5.56 2.85  0.0000
H 1.60 4.77 2.51  -0.0004
H -1.05 6.75 0.78  0.0000
H -2.50 7.60 2.57  0.0000
H -3.32 6.08 4.33  0.0001
H -2.67 3.69 4.32  0.0005
H -1.23 2.82 2.53  0.0242
H 0.57 2.63 -2.34  0.0110
H -0.10 2.94 -4.70  0.0001
H -1.63 4.78 -5.32  0.0000
H -2.50 6.31 -3.59  -0.0001
H -1.85 6.02 -1.23  0.0001

## Properties
**Gap between HOMO and LUMO (spin up / spin down)**: 8.29 / 7.39 eV
**Max |F|**: 0.7 eV Å⁻¹
**Total charge**: +1
**⟨S²⟩**: 3.83
**Energy**: -147857.1647 eV
**LUMO energy (spin up / spin down)**: -3.2 / -4.0 eV
**Spin multiplicity**: 4
**Energy above the lowest of the compared OMol25 structures with the same formula, charge and spin**: 4.3 kcal/mol


Record 2
A molecular structure, C32H32BF8N5O2PS2Ti. Source: the Open Molecules 2025 dataset; level of theory: ωB97M-V with the def2-TZVPD basis set.

Last column: Mulliken charge in e.
CARTESIAN COORDINATES (ANGSTROEM)
Ti -0.92 0.09 -0.34  -0.4157
C 0.53 3.01 -0.48  -1.1335
N -0.61 2.29 0.13  0.6758
C -0.56 2.54 1.59  -0.8758
C -1.87 2.83 -0.43  -0.9232
C -3.03 2.06 0.16  -1.1813
N -2.61 0.66 0.31  1.5356
C -3.56 -0.19 0.92  -0.4017
C -3.20 -0.94 2.04  -0.3187
F -1.98 -0.78 2.57  -0.1298
C -4.07 -1.82 2.65  0.2523
F -3.65 -2.50 3.71  -0.3212
C -5.36 -1.98 2.17  -0.6205
C -5.74 -1.22 1.09  0.4287
F -6.98 -1.34 0.60  -0.3415
C -4.87 -0.33 0.48  0.4660
F -5.32 0.39 -0.55  -0.4115
H 0.50 4.06 -0.19  0.3853
H 0.48 2.94 -1.57  0.3253
H 1.47 2.57 -0.14  0.1585
H -0.75 3.60 1.79  0.4046
H 0.43 2.29 1.95  0.0463
H -1.30 1.93 2.10  0.1455
H -1.85 2.69 -1.51  0.2803
H -1.96 3.90 -0.22  0.5560
H -3.89 2.14 -0.50  0.5858
H -3.32 2.45 1.14  0.5466
H -6.04 -2.67 2.64  0.5454
N -5.07 -5.18 -3.64  -0.5383
C -4.53 -3.92 -3.59  1.0965
C -3.26 -3.67 -4.11  -0.8090
C -2.70 -2.42 -4.01  -0.5408
C -3.40 -1.39 -3.39  -0.1996
C -4.68 -1.62 -2.88  -0.2758
C -5.24 -2.87 -2.98  -0.9105
S -2.72 0.20 -3.34  1.0967
O -3.64 1.11 -2.73  -0.6416
O -2.14 0.51 -4.62  -0.8100
N -1.41 0.10 -2.31  0.5152
C -0.14 0.28 -2.77  0.1423
S 0.55 0.45 -4.33  -0.0885
C 2.11 0.62 -3.57  -0.5892
C 2.01 0.56 -2.23  -1.0870
N 0.73 0.36 -1.77  1.1789
H -4.67 -5.84 -4.29  0.2146
H -6.05 -5.29 -3.48  0.2124
H -2.71 -4.47 -4.59  0.3261
H -1.72 -2.23 -4.43  0.4506
H -5.24 -0.80 -2.44  0.6630
H -6.23 -3.05 -2.59  0.3818
H 2.99 0.78 -4.16  0.5198
H 2.83 0.67 -1.53  0.3181
C 0.79 -0.64 3.13  -2.2335
P 1.19 -0.54 1.36  1.8390
C 1.72 -2.23 0.92  0.5671
C 1.74 -2.62 -0.42  0.2894
C 2.20 -3.88 -0.77  -0.7232
C 2.64 -4.76 0.21  -0.7516
C 2.61 -4.38 1.54  -0.7408
C 2.16 -3.12 1.90  -0.8664
C 2.77 0.38 1.38  0.7749
C 2.93 1.49 2.22  -0.5419
C 4.12 2.20 2.23  -0.7663
C 5.17 1.81 1.42  -0.6739
C 5.04 0.70 0.61  -0.4903
C 3.85 -0.02 0.59  -0.7774
H 1.70 -0.77 3.72  0.6291
H 0.11 -1.47 3.31  0.6163
H 0.30 0.28 3.46  0.5133
H 1.39 -1.95 -1.19  -0.0998
H 2.21 -4.17 -1.81  0.4615
H 2.99 -5.74 -0.07  0.4019
H 2.95 -5.06 2.31  0.4313
H 2.15 -2.84 2.94  0.3442
H 2.14 1.78 2.90  0.3040
H 4.23 3.05 2.89  0.4578
H 6.10 2.37 1.43  0.4056
H 5.87 0.37 -0.01  0.4587
H 3.77 -0.91 -0.02  0.5064
F -0.92 -3.54 -1.81  -0.0943
B -1.62 -3.78 -0.70  0.4341
F -1.22 -1.62 0.08  -0.2604
F -2.92 -3.58 -0.70  -0.0893
F -1.03 -4.35 0.33  -0.2146

## Properties
**Gap between HOMO and LUMO**: 7.22 eV
**Max |F|**: 0.2 eV Å⁻¹
**Total charge**: +1
**Energy**: -121743.1553 eV
**LUMO energy**: -3.3 eV
**Spin multiplicity**: 1
**Energy above the lowest of the compared OMol25 structures with the same formula, charge and spin**: 0.6 kcal/mol


Record 3
A molecular structure, C32H32F5N8SeTl. Source: the Open Molecules 2025 dataset; level of theory: ωB97M-V with the def2-TZVPD basis set.

Last column: Mulliken charge in e.
CARTESIAN COORDINATES (ANGSTROEM)
Tl -0.95 0.02 -0.35  1.7788
C 0.12 3.55 -3.07  -1.8630
C 0.01 2.30 -2.25  0.2206
N -0.93 2.07 -1.43  0.4692
C -2.08 2.93 -1.17  -1.2084
C -2.97 2.38 -0.03  -0.9324
N -3.12 0.93 -0.12  -0.3401
C -3.78 0.18 0.96  -1.4969
C -2.84 -0.21 2.12  -0.7059
N -1.58 -0.85 1.71  0.6504
C -1.53 -2.30 1.47  -1.1774
C -0.09 -2.73 1.07  -1.1290
N 0.47 -1.83 0.08  0.3540
C 1.39 -2.06 -0.76  0.4751
C 2.10 -3.36 -0.93  -2.1456
C 1.72 -0.92 -1.71  1.0313
C 2.73 -0.96 -2.66  -0.9629
C 2.89 0.13 -3.51  -1.3603
C 2.04 1.24 -3.40  -1.1326
C 1.06 1.21 -2.43  1.5274
N 0.95 0.16 -1.63  0.6182
H -0.36 4.38 -2.57  0.4516
H -0.38 3.40 -4.03  0.1846
H 1.16 3.81 -3.27  0.5414
H -2.67 3.01 -2.09  0.5311
H -1.75 3.94 -0.90  0.5059
H -3.94 2.90 -0.09  0.5764
H -2.54 2.62 0.95  0.3491
H -3.56 0.67 -1.01  0.4138
H -4.18 -0.72 0.50  0.4754
H -4.62 0.73 1.38  0.4203
H -3.41 -0.85 2.81  0.5114
H -2.56 0.69 2.68  0.5032
H -0.85 -0.60 2.38  -0.5295
H -2.23 -2.55 0.67  0.5100
H -1.82 -2.87 2.36  0.5745
H -0.12 -3.77 0.73  0.5812
H 0.54 -2.69 1.96  0.5273
H 1.65 -3.90 -1.77  0.3168
H 2.01 -3.98 -0.04  0.5315
H 3.15 -3.22 -1.15  0.4962
H 3.37 -1.82 -2.77  0.4322
H 3.66 0.12 -4.27  0.4406
H 2.15 2.07 -4.08  0.5188
F 0.45 0.88 -6.91  -0.3297
C -0.14 0.31 -5.87  0.6244
C -1.21 0.93 -5.24  0.0305
F -1.64 2.11 -5.68  -0.3972
C -1.79 0.33 -4.14  0.8357
F -2.79 0.99 -3.53  -0.4735
C -1.34 -0.87 -3.62  -0.5857
Se -2.13 -1.68 -2.08  0.0744
C -0.27 -1.47 -4.27  0.5795
F 0.24 -2.62 -3.81  -0.4629
C 0.33 -0.91 -5.38  0.2962
F 1.38 -1.49 -5.95  -0.3693
C 1.11 3.29 2.54  -1.3185
C 0.33 2.65 1.60  -0.2533
N 0.47 1.35 1.29  0.2395
C 1.39 0.66 1.96  -0.0423
C 2.19 1.20 2.96  0.2873
C 2.06 2.55 3.23  -0.4532
C 3.16 0.34 3.67  -1.3962
C 2.92 -0.79 4.33  -0.7205
C 1.63 -1.44 4.66  1.1033
C 1.66 -2.65 5.35  -0.6653
C 0.45 -3.23 5.70  -0.2730
N -0.71 -2.65 5.42  -0.5741
C -0.63 -1.49 4.78  -0.2872
N 0.46 -0.87 4.35  -0.1927
H 0.96 4.34 2.74  0.5021
H -0.43 3.20 1.05  0.2826
H 1.49 -0.38 1.70  0.5233
H 2.67 3.02 3.99  0.5651
H 4.19 0.69 3.65  0.4747
H 3.77 -1.29 4.77  0.3775
H 2.60 -3.11 5.62  0.4209
H 0.41 -4.17 6.22  0.4518
H -1.58 -0.99 4.59  0.5912

## Properties
**Gap between HOMO and LUMO**: 7.20 eV
**Max |F|**: 0.5 eV Å⁻¹
**Total charge**: +2
**Energy**: -129237.5099 eV
**LUMO energy**: -6.2 eV
**Spin multiplicity**: 1
**Energy above the lowest of the compared OMol25 structures with the same formula, charge and spin**: 0.0 kcal/mol